No. 1
# C19H29FN2O5S

C19H29FN2O5S in the gas phase (ωB97M-V/def2-TZVPD, the Open Molecules 2025 dataset).

```
! RIJCOSX wB97M-V def2-TZVPD def2/J DEFGRID3
* xyz 0 1
O -2.04 -1.91 -1.38
C -0.90 -1.55 -1.11
N -0.58 -0.33 -0.64
C -1.54 0.75 -0.50
C -2.40 1.03 -1.75
C -3.81 0.38 -1.72
C -4.75 1.59 -1.77
C -4.74 2.18 -3.19
C -3.32 2.80 -3.27
C -2.75 2.52 -1.86
N -3.96 2.58 -1.02
C -4.53 3.70 -0.50
O -5.73 3.80 -0.32
C -3.56 4.82 -0.10
C -4.32 5.98 0.56
C -4.57 5.57 2.00
S -2.99 4.93 2.52
O -2.14 6.04 2.85
O -3.13 3.83 3.44
C -2.49 4.32 0.89
C 0.26 -2.53 -1.25
F 1.46 -1.81 -1.29
C 0.33 -3.53 -0.11
C -0.91 -4.42 -0.04
C -0.73 -5.47 1.06
O 0.43 -6.25 0.85
C 1.60 -5.45 0.86
C 1.58 -4.41 -0.25
H 0.40 -0.13 -0.54
H -2.20 0.55 0.35
H -0.96 1.63 -0.25
H -1.83 0.72 -2.63
H -3.97 -0.31 -2.55
H -3.95 -0.19 -0.80
H -5.74 1.44 -1.34
H -4.92 1.42 -3.95
H -5.52 2.94 -3.29
H -2.70 2.37 -4.05
H -3.37 3.88 -3.45
H -1.96 3.20 -1.55
H -3.08 5.16 -1.02
H -3.70 6.88 0.53
H -5.26 6.17 0.04
H -4.83 6.39 2.67
H -5.30 4.77 2.07
H -2.43 3.24 0.95
H -1.51 4.75 0.71
H 0.16 -3.04 -2.21
H 0.41 -2.96 0.82
H -1.81 -3.84 0.15
H -1.05 -4.93 -1.00
H -0.67 -4.97 2.04
H -1.57 -6.16 1.07
H 1.70 -4.96 1.84
H 2.44 -6.13 0.74
H 1.56 -4.92 -1.21
H 2.48 -3.81 -0.20
*
```

Frontier orbital gap (Ha): 0.3705
Structure (SMILES): O=C(NC[C@H]1C[C@@H]2CC[C@H]1N2C(=O)[C@H]1CCS(=O)(=O)C1)[C@@H](F)C1CCOCC1
HOMO (Eh): -0.35678
Electronic energy (eV): -46944.8803

=====

No. 2
# C19H29FN2O5S

C19H29FN2O5S in the gas phase (ωB97M-V/def2-TZVPD, the Open Molecules 2025 dataset).

```
! RIJCOSX wB97M-V def2-TZVPD def2/J DEFGRID3
* xyz 0 1
O -0.90 -2.13 0.94
C -0.53 -2.09 -0.22
N -0.50 -0.99 -1.00
C -0.61 0.42 -0.61
C -0.78 0.69 0.87
C 0.48 0.33 1.70
C 0.92 1.69 2.28
C -0.08 2.10 3.37
C -1.35 2.46 2.55
C -0.89 2.22 1.10
N 0.53 2.59 1.19
C 1.30 3.52 0.60
O 2.49 3.66 0.87
C 0.66 4.36 -0.50
C 1.31 5.77 -0.56
C 2.28 5.81 -1.73
S 1.40 4.90 -2.99
O 0.24 5.67 -3.37
O 2.27 4.36 -3.99
C 0.87 3.64 -1.84
C -0.02 -3.35 -0.94
F 1.38 -3.22 -0.96
C -0.42 -4.64 -0.26
C -1.93 -4.84 -0.35
C -2.30 -6.20 0.24
O -1.62 -7.25 -0.41
C -0.21 -7.13 -0.27
C 0.29 -5.83 -0.89
H -0.12 -1.14 -1.92
H 0.29 0.93 -0.95
H -1.46 0.85 -1.15
H -1.67 0.19 1.25
H 0.27 -0.40 2.47
H 1.26 -0.08 1.05
H 1.97 1.79 2.54
H -0.25 1.29 4.08
H 0.28 2.96 3.93
H -2.21 1.84 2.80
H -1.63 3.50 2.69
H -1.44 2.76 0.34
H -0.41 4.47 -0.31
H 0.53 6.52 -0.70
H 1.84 5.97 0.38
H 2.49 6.81 -2.11
H 3.20 5.28 -1.53
H 1.69 2.91 -1.79
H -0.02 3.17 -2.25
H -0.34 -3.35 -1.99
H -0.13 -4.55 0.79
H -2.46 -4.06 0.19
H -2.25 -4.82 -1.40
H -2.07 -6.21 1.31
H -3.36 -6.40 0.12
H 0.05 -7.16 0.79
H 0.22 -8.00 -0.76
H 0.10 -5.86 -1.97
H 1.37 -5.76 -0.76
*
```

Frontier orbital gap (Ha): 0.3676
Structure (SMILES): O=C(NC[C@H]1C[C@@H]2CC[C@H]1N2C(=O)[C@H]1CCS(=O)(=O)C1)[C@@H](F)C1CCOCC1
HOMO (Eh): -0.35444
Electronic energy (eV): -46944.6618

=====

No. 3
# C19H29MoO2

A molecular structure, C19H29MoO2 in a non-equilibrium geometry (ωB97M-V/def2-TZVPD, the Open Molecules 2025 dataset).

```
! RIJCOSX wB97M-V def2-TZVPD def2/J DEFGRID3
* xyz -1 3
Mo 0.15 0.17 0.37
C 2.39 0.43 1.27
C 2.58 -0.44 0.12
C 2.16 0.24 -1.06
H 3.07 -1.40 0.16
C 1.66 1.52 -0.70
C 1.78 1.66 0.77
H 1.58 2.54 1.35
H 2.77 0.28 2.24
H 2.22 -0.16 -2.10
H 1.39 2.33 -1.39
C -2.33 0.49 0.80
C -1.68 1.71 1.21
C -1.01 2.24 0.10
H -1.78 2.19 2.20
C -1.24 1.39 -1.05
C -2.11 0.31 -0.62
H -2.50 -0.46 -1.24
H -3.00 -0.12 1.41
H -0.49 3.22 0.07
H -0.98 1.61 -2.06
O 0.38 -2.68 -0.08
C -0.32 -0.49 -4.52
C 0.26 -1.58 -3.82
C 0.50 0.76 -4.56
C -1.83 -0.42 -4.47
C 0.51 -2.79 -1.31
H 1.38 -1.61 -3.65
H -0.36 -2.56 -3.89
H -0.34 -3.21 -1.88
H 1.51 -2.47 -1.74
H 0.35 1.34 -5.52
H 1.56 0.57 -4.43
H 0.16 1.37 -3.76
H -2.30 -0.39 -5.48
H -2.12 0.45 -3.94
H -2.21 -1.31 -3.96
C -1.55 -0.49 4.00
C -0.11 -0.34 3.54
C 0.44 1.00 4.00
C 0.72 -1.50 4.11
O -0.03 -0.43 2.12
H -1.65 -0.50 5.10
H -1.97 -1.43 3.61
H -2.16 0.33 3.62
H 0.35 1.14 5.09
H 1.51 1.07 3.74
H -0.10 1.81 3.50
H 0.28 -2.45 3.82
H 1.74 -1.46 3.71
H 0.79 -1.48 5.21
*
```

Frontier orbital gap (spin up / spin down) (Ha): 0.1111 / 0.2161
Expectation value of S²: 2.03
HOMO (spin up / spin down) (Eh): -0.00518 / -0.11040
Electronic energy (eV): -26118.6877

=====

No. 4
# C19H29N7OsS2Si

A molecular structure, C19H29N7OsS2Si (ωB97M-V/def2-TZVPD, the Open Molecules 2025 dataset).

```
! RIJCOSX wB97M-V def2-TZVPD def2/J DEFGRID3
* xyz 2 5
Os 0.41 -0.30 -0.23
C 4.74 -3.28 0.96
C 3.49 -3.59 0.24
N 3.13 -4.73 -0.24
N 1.91 -4.52 -0.81
C 1.48 -3.27 -0.70
S 0.04 -2.56 -1.25
N 2.49 -2.65 -0.04
N 2.44 -1.30 0.31
H 5.33 -4.19 1.02
H 4.54 -2.93 1.97
H 5.33 -2.52 0.43
H 1.42 -5.29 -1.25
H 2.60 -1.20 1.31
H 3.19 -0.80 -0.18
N 2.36 2.52 -3.75
C 1.66 2.20 -2.67
N 0.73 3.04 -2.23
S 2.01 0.69 -1.91
H 2.26 3.40 -4.22
H 3.05 1.87 -4.10
H 0.55 3.91 -2.68
H 0.24 2.84 -1.37
C -3.77 -1.42 -2.72
C -4.03 -1.20 -1.37
C -3.19 -0.42 -0.61
C -2.06 0.15 -1.22
C -1.79 -0.06 -2.57
C -2.65 -0.85 -3.32
N -1.13 0.90 -0.43
C -1.46 2.14 0.09
C -0.55 2.80 0.92
C -0.84 4.05 1.42
C -2.05 4.67 1.09
C -2.95 4.03 0.25
C -2.67 2.77 -0.26
H -4.44 -2.03 -3.31
H -4.91 -1.65 -0.92
H -3.38 -0.24 0.43
H -0.92 0.40 -3.02
H -2.45 -1.02 -4.37
H 0.38 2.31 1.18
H -0.14 4.55 2.07
H -2.28 5.65 1.49
H -3.88 4.51 -0.01
H -3.37 2.28 -0.92
C 1.40 0.22 3.12
Si -0.03 -0.60 2.19
C -1.65 0.04 2.85
C 0.07 -2.45 2.48
H 1.10 0.31 4.17
H 1.65 1.23 2.77
H 2.32 -0.36 3.14
H -1.64 -0.12 3.93
H -2.49 -0.53 2.46
H -1.83 1.10 2.67
H -0.08 -2.64 3.55
H 1.03 -2.89 2.22
H -0.71 -2.98 1.93
*
```

Frontier orbital gap (spin up / spin down) (Ha): 0.3078 / 0.2477
Expectation value of S²: 6.04
HOMO (spin up / spin down) (Eh): -0.49792 / -0.51944
Electronic energy (eV): -62605.9183